Record 1
The following is a DFT calculation (the ωB97M-V functional and the def2-TZVPD basis) of a cluster of 2 separate species, C2H5NS in total in a non-equilibrium geometry.

Geometry as XYZ:
```
9
Properties=species:S:1:pos:R:3
C -0.828 -0.119 -0.097
C -0.966 1.178 0.032
H -0.786 -0.438 0.924
H -0.748 -0.743 -1.090
H -0.897 1.857 -0.899
H -1.099 1.814 0.906
N 1.307 -1.206 0.087
S 2.430 -0.165 -0.212
H 1.586 -2.178 0.350
```

Summary:
Total charge = 0
LUMO level (spin up / spin down) = -1.319 / -1.311 eV
Molecular weight = 75.14 g mol⁻¹
HOMO level (spin up / spin down) = -8.67 / -8.67 eV
HOMO-LUMO gap (spin up / spin down) = 7.35 / 7.36 eV
Maximum force = 0.0958 hartree/bohr
Multiplicity = 1
Energy relative to the best compared isomer or geometry (same formula, charge and spin) = 3.984 eV
Calculated total energy = -14476.3526 eV

Atomic partial charges in e from the Mulliken method, atoms 1 to 4:
1. C -0.37
2. C -0.49
3. H 0.23
4. H 0.24

=====

Record 2
The following is a DFT calculation (the ωB97M-V functional and the def2-TZVPD basis) of a structure of composition C2H5NS in a non-equilibrium geometry.

Geometry as XYZ:
```
9
Properties=species:S:1:pos:R:3
C 0.210 -0.289 0.361
C 0.042 1.075 -0.324
N -0.661 -0.017 1.451
S -1.412 1.301 0.690
H -0.263 -0.937 -0.315
H 1.122 -0.675 0.594
H 0.846 1.916 0.003
H -0.018 0.980 -1.376
H -1.650 -1.257 1.626
```

Summary:
Total charge = 0
LUMO level = 0.028 eV
Molecular weight = 75.14 g mol⁻¹
HOMO level = -7.84 eV
HOMO-LUMO gap = 7.87 eV
Maximum force = 0.1144 hartree/bohr
Multiplicity = 1
Energy relative to the best compared isomer or geometry (same formula, charge and spin) = 4.430 eV
Calculated total energy = -14475.9064 eV

Atomic partial charges in e from the Mulliken method, atoms 1 to 4:
1. C -0.40
2. C -0.42
3. N -0.45
4. S -0.02

=====

Record 3
The following is a DFT calculation (the ωB97M-V functional and the def2-TZVPD basis) of an isolated molecule of C2H5NS in a non-equilibrium geometry.

Geometry as XYZ:
```
9
Properties=species:S:1:pos:R:3
C -2.250 -0.303 0.056
N -1.015 -0.133 0.104
S 0.289 -1.111 -0.097
C 1.689 0.088 0.030
H -2.892 0.406 0.610
H -2.820 -1.092 -0.483
H 2.192 0.237 -0.922
H 2.502 -0.385 0.769
H 1.384 1.015 0.408
```

Summary:
Total charge = 0
LUMO level = 1.049 eV
Molecular weight = 75.14 g mol⁻¹
HOMO level = -8.28 eV
HOMO-LUMO gap = 9.32 eV
Maximum force = 0.0673 hartree/bohr
Multiplicity = 1
Energy relative to the best compared isomer or geometry (same formula, charge and spin) = 1.686 eV
Calculated total energy = -14478.6510 eV

Atomic partial charges in e from the Mulliken method, atoms 1 to 4:
1. C -0.26
2. N -0.28
3. S 0.02
4. C -0.70

=====

Record 4
The following is a DFT calculation (the ωB97M-V functional and the def2-TZVPD basis) of a cluster of 2 separate species, C2H5NS in total in a non-equilibrium geometry.

Geometry as XYZ:
```
9
Properties=species:S:1:pos:R:3
C -1.123 -0.330 -0.023
C 1.407 0.697 0.040
N -2.341 -0.503 0.005
S -0.340 1.193 0.027
H -0.098 -1.469 -0.128
H 1.993 1.608 -0.031
H 1.604 0.057 -0.816
H 1.630 0.179 0.968
H -2.733 -1.431 -0.041
```

Summary:
Total charge = 0
LUMO level = 0.915 eV
Molecular weight = 75.14 g mol⁻¹
HOMO level = -9.17 eV
HOMO-LUMO gap = 10.09 eV
Maximum force = 0.0975 hartree/bohr
Multiplicity = 1
Energy relative to the best compared isomer or geometry (same formula, charge and spin) = 1.981 eV
Calculated total energy = -14478.3556 eV

Atomic partial charges in e from the Mulliken method, atoms 1 to 4:
1. C 0.10
2. C -0.87
3. N -0.53
4. S -0.01